14
Properties=species:S:1:pos:R:3:forces:R:3 method="wB97M-V/def2-TZVPD" total_charge=0 homo_lumo_gap_ha=0.3011 lumo_energy_ev=0.79 total_energy_ev=-9739.7380 fmax_ev_per_a=0.66 e_homo_ev=-7.4 spin_multiplicity=1
O -0.116211 -2.142914 0.030881 0.0 0.4 0.0
N 2.389506 0.110779 0.079955 0.1 0.0 0.1
N -2.141790 0.292343 -0.399917 -0.1 -0.1 -0.2
N -1.027740 0.153444 0.466824 -0.4 -0.4 0.3
C 1.000776 0.109531 0.093245 -0.1 -0.2 -0.2
C 0.013678 -0.792666 0.150400 0.0 0.4 -0.3
C 0.004705 1.219717 0.331744 0.1 -0.1 0.1
H 2.771086 -0.787380 -0.183365 0.1 0.1 0.0
H -0.191212 1.884013 -0.509812 -0.1 -0.1 0.0
H -1.906835 0.058661 -1.367519 0.1 -0.1 0.1
H 2.786289 0.863381 -0.467528 0.0 -0.2 0.0
H -2.879600 -0.328997 -0.083375 0.2 0.1 0.0
H -0.829386 -2.434234 0.609867 0.0 0.0 0.1
H 0.126734 1.794322 1.248598 0.1 0.1 0.0